Below is the molecule C4H7NO, with properties calculated with ωB97M-V/def2-TZVPD.

Element x y z (Å)
C 0.445 0.544 1.504
O -0.291 1.093 0.422
C -0.718 0.193 -0.584
C 0.368 -0.207 -1.583
C -1.128 -1.013 0.183
N -0.872 -1.525 1.198
H 1.448 0.258 1.144
H -0.092 -0.419 2.051
H 0.498 1.336 2.243
H -1.559 0.677 -1.089
H 0.757 0.676 -2.096
H 1.184 -0.717 -1.063
H -0.041 -0.896 -2.331

Values from the calculation:
Max |F| ... 3.35 eV/Å
Spin multiplicity ... 1
Calculated total energy ... -286.5264 Ha
Energy above the lowest of the compared OMol25 structures with the same formula, charge and spin ... 66.1 kcal per mole
SMILES ... CO[C@@H](C)C#N
Gap between HOMO and LUMO ... 11.2 eV